Entry 1:
ORCA calculation (ωB97M-V/def2-TZVPD) on C13H27GaN3O3 as an isolated structure.

Output
HOMO level (alpha / beta): -19.11 / -19.11 eV
energy relative to the best compared isomer or geometry (same formula, charge and spin): 59.0 kcal per mole
electronic energy: -2825.23498 Eh
orbital gap (alpha / beta): 5.850 / 5.849 eV

Geometry as ORCA input:
```
! wB97M-V def2-TZVPD RIJCOSX def2/J DEFGRID3
* xyz 3 1
Ga 0.639 -0.548 -0.755
C 2.023 0.347 -3.582
O 0.778 0.133 -2.893
C -0.224 -0.460 -3.729
C -1.530 -0.538 -2.936
O -1.334 -1.164 -1.660
C -1.584 -2.579 -1.590
C -0.735 -3.129 -0.439
O 0.631 -2.743 -0.570
C 1.417 -3.573 -1.442
H 1.871 1.092 -4.371
H 2.743 0.735 -2.859
H 2.400 -0.576 -4.031
H -0.378 0.185 -4.601
H 0.110 -1.443 -4.079
H -1.883 0.475 -2.722
H -2.298 -1.067 -3.509
H -2.646 -2.746 -1.370
H -1.335 -3.068 -2.538
H -1.082 -2.696 0.507
H -0.821 -4.219 -0.395
H 1.536 -4.558 -0.981
H 0.956 -3.693 -2.427
H 2.397 -3.100 -1.541
C -1.851 3.293 2.296
C -1.565 3.138 0.817
N -0.811 1.909 0.618
C -0.026 1.338 1.538
N 0.483 0.099 1.273
C 1.586 -0.364 2.093
C 1.133 -0.176 3.543
C 0.917 1.305 3.799
N 0.163 1.928 2.723
C -0.531 3.167 3.045
H -2.544 2.525 2.642
H -2.303 4.264 2.495
H -0.995 3.993 0.437
H -2.493 3.077 0.247
H -0.870 1.475 -0.298
H 2.508 0.207 1.924
H 1.760 -1.424 1.879
H 1.905 -0.575 4.206
H 0.206 -0.725 3.732
H 1.884 1.822 3.884
H 0.376 1.438 4.739
H 0.116 4.007 2.758
H -0.699 3.210 4.124
*
```



Entry 2:
ORCA calculation (ωB97M-V/def2-TZVPD) on C13H27GaO4PSi as an isolated structure.

Output
HOMO level: -4.25 eV
electronic energy: -3368.09778 Eh
orbital gap: 6.521 eV

Geometry as ORCA input:
```
! wB97M-V def2-TZVPD RIJCOSX def2/J DEFGRID3
* xyz -1 1
C -1.649 -1.405 -1.977
C -1.644 -0.307 -1.448
Ga -1.928 1.518 -0.544
C -2.085 1.203 1.477
C -0.933 1.838 2.351
C 0.389 0.986 2.419
O 0.172 -0.428 2.430
C 1.267 -1.163 1.874
P -4.044 2.340 -1.269
O -4.149 3.872 -1.083
Si -0.335 3.141 -1.202
C -0.742 4.849 -0.428
C 1.490 2.688 -0.842
C -0.474 3.359 -3.109
H -1.795 -2.482 -2.193
H -2.133 0.087 1.651
H -3.074 1.616 1.821
H -1.331 1.891 3.413
H -0.745 2.902 2.034
H 0.946 1.245 3.374
H 1.051 1.321 1.576
H 2.099 -0.527 1.467
H 0.889 -1.766 1.003
H 1.716 -1.847 2.654
H -4.312 2.011 -2.648
H -5.030 1.755 -0.410
H -0.190 4.919 0.552
H -1.838 4.969 -0.235
H -0.316 5.644 -1.107
H 1.819 3.241 0.086
H 1.711 1.593 -0.811
H 2.112 3.127 -1.684
H -1.493 3.708 -3.418
H 0.254 4.183 -3.392
H -0.126 2.452 -3.680
O 1.586 -3.089 -1.349
C 1.805 -3.985 -0.590
O 1.861 -3.837 0.765
C 2.251 -5.077 1.366
C 1.901 -6.145 0.348
C 2.104 -5.417 -0.968
H 3.324 -5.040 1.577
H 1.712 -5.214 2.303
H 2.502 -7.049 0.448
H 0.850 -6.426 0.453
H 3.137 -5.483 -1.316
H 1.418 -5.770 -1.736
*
```



Entry 3:
ORCA calculation (ωB97M-V/def2-TZVPD) on C13H27INO12P as an isolated structure.

Output
HOMO level: -10.48 eV
energy relative to the best compared isomer or geometry (same formula, charge and spin): 16.5 kcal per mole
electronic energy: -2108.20423 Eh
orbital gap: 8.340 eV

Geometry as ORCA input:
```
! wB97M-V def2-TZVPD RIJCOSX def2/J DEFGRID3
* xyz 0 1
O -0.469 -2.665 6.420
P 0.840 -3.061 5.677
N 2.179 -2.552 6.705
C 2.657 -3.616 7.606
O 2.944 -3.278 8.786
O 2.801 -4.992 7.274
I 3.966 -5.260 5.644
H 0.814 -2.361 4.404
H 0.869 -4.480 5.501
H 2.942 -2.090 6.188
C -2.282 -0.227 4.039
C -1.465 0.775 4.831
O -0.566 1.498 3.973
C -1.108 2.518 3.286
O -2.261 2.873 3.334
O -0.147 3.066 2.521
C -0.607 4.128 1.686
H -1.628 -0.879 3.453
H -2.891 -0.841 4.705
H -2.945 0.276 3.332
H -0.845 0.244 5.558
H -2.105 1.461 5.392
H -1.139 4.886 2.264
H -1.246 3.728 0.895
H 0.265 4.594 1.226
C -3.915 -0.099 -3.249
C -2.407 -0.190 -3.374
O -1.767 0.625 -2.383
C -1.679 0.086 -1.156
O -2.078 -1.006 -0.829
O -1.089 0.983 -0.348
C -0.993 0.561 1.013
H -4.240 0.944 -3.270
H -4.404 -0.640 -4.062
H -4.257 -0.520 -2.300
H -2.098 0.197 -4.348
H -2.058 -1.225 -3.315
H -0.520 -0.421 1.092
H -1.984 0.548 1.469
H -0.376 1.280 1.543
C 0.753 1.994 -5.521
C 1.229 0.804 -4.710
O 1.600 -0.279 -5.572
C 2.822 -0.188 -6.122
O 3.616 0.705 -5.947
O 3.001 -1.256 -6.919
C 4.242 -1.250 -7.622
H -0.041 1.696 -6.211
H 0.378 2.783 -4.866
H 1.564 2.405 -6.128
H 0.411 0.442 -4.082
H 2.051 1.074 -4.042
H 5.084 -1.114 -6.940
H 4.234 -0.468 -8.385
H 4.351 -2.216 -8.116
*
```



Entry 4:
ORCA calculation (ωB97M-V/def2-TZVPD) on the molecule C13H27NO3.

Output
HOMO level: -9.66 eV
energy relative to the best compared isomer or geometry (same formula, charge and spin): 26.9 kcal per mole
electronic energy: -791.96220 Eh
structure (SMILES): CCCCNC(=O)OCCCCCCCOC
orbital gap: 10.465 eV

Geometry as ORCA input:
```
! wB97M-V def2-TZVPD RIJCOSX def2/J DEFGRID3
* xyz 0 1
C -3.182 1.570 0.620
C -3.263 0.979 -0.792
C -1.922 0.376 -1.265
C -2.165 -0.851 -2.144
N -1.370 -2.041 -1.757
C -1.562 -2.385 -0.405
O -2.484 -2.089 0.257
O -0.591 -3.192 0.086
C 0.704 -2.578 0.234
C 0.904 -2.223 1.703
C 2.149 -1.360 2.012
C 1.798 -0.027 2.677
C 1.320 1.103 1.745
C 1.895 1.078 0.333
C 1.604 2.441 -0.321
O 2.349 2.720 -1.483
C 2.373 1.666 -2.418
H -3.267 0.743 1.312
H -2.264 2.121 0.776
H -4.060 2.185 0.781
H -4.011 0.200 -0.758
H -3.578 1.703 -1.539
H -1.432 1.129 -1.866
H -1.274 0.169 -0.419
H -1.847 -0.598 -3.150
H -3.215 -1.124 -2.218
H -1.758 -2.817 -2.287
H 1.431 -3.343 -0.018
H 0.870 -1.756 -0.455
H 1.015 -3.167 2.221
H -0.011 -1.785 2.090
H 2.810 -1.251 1.158
H 2.715 -1.917 2.751
H 2.607 0.314 3.312
H 0.982 -0.241 3.360
H 1.657 2.034 2.196
H 0.238 1.166 1.740
H 1.331 0.350 -0.238
H 2.954 0.856 0.294
H 0.535 2.522 -0.523
H 1.812 3.186 0.437
H 2.525 2.061 -3.412
H 3.216 1.008 -2.205
H 1.466 1.065 -2.420
*
```



Entry 5:
ORCA calculation (ωB97M-V/def2-TZVPD) on an isolated ion of composition C13H27O and charge +1.

Output
HOMO level (alpha / beta): -9.72 / -14.34 eV
electronic energy: -586.24268 Eh
orbital gap (alpha / beta): 7.341 / 10.011 eV
<S²>: 2.007

Geometry as ORCA input:
```
! wB97M-V def2-TZVPD RIJCOSX def2/J DEFGRID3
* xyz 1 3
C -1.104 1.091 -0.255
C -1.148 -0.302 0.298
C 1.416 0.865 0.174
C 0.005 -1.273 -0.105
C -1.466 2.214 0.637
C -1.307 1.424 -1.710
C -1.320 -0.345 1.789
C -2.494 -0.892 -0.301
C 1.691 1.347 1.618
C 1.990 1.680 -0.957
C 0.091 -2.453 0.857
C 0.088 -1.743 -1.564
C 2.550 -1.260 -0.394
O 1.368 -0.552 0.136
H -1.140 3.206 0.058
H -0.981 2.176 1.594
H -2.537 2.154 0.881
H -2.217 0.967 -1.926
H -0.415 1.154 -2.393
H -1.375 2.435 -1.753
H -0.343 0.035 2.287
H -1.582 -1.243 2.410
H -2.228 0.193 1.914
H -3.313 -0.175 -0.110
H -2.805 -1.839 0.277
H -2.364 -1.109 -1.398
H 0.815 1.949 1.939
H 2.408 2.113 1.405
H 1.954 0.471 2.228
H 1.764 2.581 -0.584
H 1.567 1.427 -1.954
H 3.055 1.590 -0.978
H 1.012 -3.059 0.547
H -0.798 -3.043 0.602
H 0.221 -2.105 1.904
H 0.191 -0.873 -2.165
H -0.780 -2.165 -1.801
H 0.951 -2.505 -1.584
H 2.421 -2.352 -0.352
H 2.848 -0.896 -1.390
H 3.307 -0.889 0.120
*
```



Entry 6:
ORCA calculation (ωB97M-V/def2-TZVPD) on C13H28AlBrF4GaKMgN2O3 as an isolated structure.

Output
HOMO level: -12.45 eV
electronic energy: -6786.91843 Eh
orbital gap: 2.034 eV

Geometry as ORCA input:
```
! wB97M-V def2-TZVPD RIJCOSX def2/J DEFGRID3
* xyz 2 1
C -1.101 -2.212 1.623
C 0.254 -1.434 1.213
C 0.179 -0.602 -0.168
C -1.334 -0.159 -0.601
Ga -1.897 1.423 0.600
C -1.256 3.226 -0.316
O -0.674 3.242 -1.501
N -1.489 4.464 0.475
C -0.406 4.734 1.412
O -0.622 4.954 2.672
F 0.925 4.755 0.845
C -3.941 1.635 0.864
F -4.130 2.173 2.230
C -4.803 0.280 0.725
C -6.211 0.613 -0.063
H -0.946 -2.971 2.475
H -1.513 -2.715 0.664
H -1.879 -1.416 1.965
H 1.083 -2.268 1.079
H 0.648 -0.753 2.073
H 0.800 0.374 0.004
H 0.718 -1.133 -1.057
H -2.080 -1.029 -0.654
H -1.234 0.255 -1.690
H -1.155 1.252 2.034
H -2.423 4.474 0.939
H -4.361 2.416 0.126
H -4.252 -0.591 0.207
H -5.125 -0.021 1.818
H -5.973 0.799 -1.190
H -7.005 -0.230 0.078
H -6.698 1.601 0.306
C 5.923 -1.394 -2.515
C 4.479 -1.867 -2.647
C 3.616 -1.563 -1.404
O 3.840 -2.446 -0.302
C 4.954 -2.099 0.512
N 4.474 -3.300 -2.971
H 6.516 -2.031 -1.855
H 6.416 -1.404 -3.492
H 5.967 -0.370 -2.133
H 4.038 -1.325 -3.491
H 2.565 -1.702 -1.682
H 3.715 -0.516 -1.090
H 5.088 -1.017 0.590
H 5.861 -2.569 0.127
H 4.779 -2.499 1.516
H 3.514 -3.593 -3.147
H 4.728 -3.805 -2.120
K -6.037 -1.070 2.850
Mg 1.720 -3.363 2.120
F -2.430 3.644 2.468
F -3.936 1.142 -1.656
Al 0.281 1.691 -1.984
Br -2.174 6.317 3.121
*
```



Entry 7:
ORCA calculation (ωB97M-V/def2-TZVPD) on C13H28AlNO4P2 as an isolated structure.

Output
HOMO level: -7.16 eV
energy relative to the best compared isomer or geometry (same formula, charge and spin): 3.6 kcal per mole
electronic energy: -1793.08143 Eh
orbital gap: 7.698 eV

Geometry as ORCA input:
```
! wB97M-V def2-TZVPD RIJCOSX def2/J DEFGRID3
* xyz 0 1
C 0.848 -1.031 -3.329
C 0.934 -0.878 -1.936
N -0.233 -0.910 -1.180
C -1.429 -1.075 -1.788
C -1.530 -1.237 -3.155
C -0.378 -1.225 -3.944
C 2.176 -0.564 -1.309
P 2.318 -0.663 0.440
Al -0.075 -0.994 0.818
P -2.436 -0.395 0.694
C -2.709 -1.091 -0.953
O 1.847 2.120 -2.407
O -0.519 2.833 -1.653
H 1.778 -0.974 -3.892
H -2.528 -1.373 -3.573
H -0.444 -1.358 -5.016
C 3.441 -1.972 1.004
C 3.027 0.937 0.972
H -3.495 -0.495 -1.439
H -3.084 -2.119 -0.817
H 2.143 1.200 -2.142
H 3.082 -0.591 -1.927
C -3.742 -0.955 1.810
C -2.691 1.386 0.461
H 0.250 3.864 -0.351
H -1.027 3.252 -2.367
H 0.400 2.576 -2.009
H 2.301 2.317 -3.245
H -0.110 -2.528 1.267
H 0.604 4.092 0.320
H 4.415 -1.876 0.500
H 3.580 -1.892 2.096
H 3.001 -2.953 0.771
H 4.124 0.898 0.875
H 2.629 1.743 0.335
H 2.750 1.127 2.019
H -3.723 1.541 0.116
H -2.538 1.869 1.432
H -1.986 1.817 -0.265
H -4.713 -0.540 1.500
H -3.778 -2.054 1.799
H -3.487 -0.601 2.822
C 0.549 -0.510 4.208
C -0.407 0.250 3.336
O -1.439 0.751 3.746
O -0.027 0.371 2.035
H 0.225 -0.410 5.241
H 1.559 -0.106 4.117
H 0.551 -1.578 3.964
*
```



Entry 8:
ORCA calculation (ωB97M-V/def2-TZVPD) on C13H28ClCrIN3O2P2 as an isolated structure.

Output
HOMO level (alpha / beta): -14.38 / -14.60 eV
energy relative to the best compared isomer or geometry (same formula, charge and spin): 0.0 kcal per mole
electronic energy: -3311.52027 Eh
orbital gap (alpha / beta): 6.290 / 7.405 eV
<S²>: 3.863

Geometry as ORCA input:
```
! wB97M-V def2-TZVPD RIJCOSX def2/J DEFGRID3
* xyz 2 4
C -0.177 5.335 0.640
C -0.918 4.264 0.034
H -0.635 6.340 0.522
H 0.831 5.331 0.179
H -0.069 5.096 1.703
O -1.852 3.915 -0.581
I -2.944 0.034 -1.743
Cr -0.939 0.608 -0.440
P -1.458 0.437 1.971
C -2.438 -1.038 2.331
C 0.006 0.248 3.037
H -0.311 0.181 4.087
H -2.608 1.496 3.797
H 0.656 1.113 2.879
H -1.601 2.668 2.860
H -1.858 -1.936 2.093
H 0.572 -0.639 2.732
C -2.298 1.823 2.792
H -2.715 -1.046 3.394
H -3.173 2.128 2.207
H -3.338 -1.045 1.706
P 0.695 0.996 -2.219
C 0.543 -0.310 -3.438
C 0.607 2.571 -3.088
H 2.635 1.818 -1.083
H 3.065 0.906 -2.576
H 2.571 0.062 -1.052
C 2.420 0.938 -1.691
H 0.964 3.361 -2.421
H 1.249 2.501 -3.974
H 1.242 -0.109 -4.255
H -0.480 -0.362 -3.814
H -0.422 2.794 -3.379
H 0.781 -1.274 -2.984
Cl 0.454 2.321 0.515
C 2.975 -3.106 1.015
N 1.652 -3.113 0.396
C 1.115 -4.294 -0.023
C -0.126 -4.287 -0.600
C -0.833 -3.047 -0.715
N -0.271 -1.864 -0.359
C 0.979 -1.901 0.238
O 1.539 -0.860 0.659
N -2.114 -3.099 -1.139
H 3.697 -2.542 0.426
H 3.343 -4.134 1.094
H 2.950 -2.684 2.017
H 1.720 -5.197 0.146
H -0.620 -5.204 -0.939
H -2.483 -3.968 -1.527
H -2.581 -2.224 -1.431
*
```